Arrangement A

Below is 4 unconnected molecules or ions with the total composition CH11NO4, with properties calculated with wB97M-V/def2-TZVPD.

Structure (XYZ):
```
17
CH11NO4 wB97M-V/def2-TZVPD
N 0.6476 0.4511 -1.6908
C 0.0199 -0.8752 -1.9210
O 0.1863 -1.9343 -1.0072
H 0.2209 0.9877 -0.9406
H 1.6509 0.3730 -1.5896
H -1.1114 -0.7722 -2.0859
H 0.4757 -1.3679 -2.7890
H 0.3750 -1.6243 -0.0992
O 2.1453 1.0363 1.4488
H 3.1585 0.8662 1.1561
H 1.9858 1.8899 1.0652
O -2.0820 -0.6303 0.8634
H -2.5505 -1.1088 1.5632
H -1.9238 -1.4350 0.3193
O -1.1117 1.7175 1.9339
H -1.5323 1.2154 1.2586
H -0.5543 1.2108 2.5149
```

The value obtained for the orbital gap is 10.2873 eV. Its LUMO energy is 0.45 eV. As for the HOMO energy: -9.833 eV.



Arrangement B

Below is 4 unconnected molecules or ions with the total composition CH11NO4, with properties calculated with wB97M-V/def2-TZVPD.

Structure (XYZ):
```
17
CH11NO4 wB97M-V/def2-TZVPD
N -1.8858 -1.1975 -0.5269
C -2.0182 -1.5624 0.8002
O -0.8335 -1.5516 1.7461
H -2.1505 -0.1940 -0.8127
H -2.3483 -1.9253 -1.1579
H -2.4211 -2.5672 0.9437
H -2.8856 -0.8945 1.2977
H -0.2992 -0.7283 1.4227
O -1.5401 2.5869 0.5492
H -1.1296 3.3868 0.9299
H -2.4379 2.7720 0.1818
O 1.7373 0.8490 -1.8352
H 2.4645 1.2296 -2.4936
H 2.3129 0.5474 -1.1671
O 4.2946 -0.4514 -0.1845
H 4.1254 -0.3563 0.7439
H 5.0151 0.0570 -0.4372
```

The value obtained for the orbital gap is 9.7096 eV. Its LUMO energy is 0.57 eV. As for the HOMO energy: -9.138 eV.



Most favorable first, least favorable last: arrangement A, arrangement B



Arrangement A

Below is 2 unconnected molecules or ions with the total composition C2H7O2, with properties calculated with wB97M-V/def2-TZVPD.

Structure (XYZ):
```
11
C2H7O2 wB97M-V/def2-TZVPD
O 1.3749 -1.5429 -2.0966
H 1.3699 -0.6410 -1.6315
C -0.3742 0.3152 -0.0945
O 0.8967 0.5029 -0.5244
C -0.5421 0.7271 1.3885
H -0.6982 -0.7452 -0.2032
H -1.1336 0.9039 -0.6515
H 0.8112 -2.0106 -1.4660
H -0.1002 -0.0358 2.0301
H -1.5790 0.8496 1.7237
H -0.0253 1.6769 1.5255
```

The value obtained for the orbital gap is 7.5261 eV. Its LUMO energy is 4.67 eV. Its total charge is -1. As for the HOMO energy: -2.853 eV.



Arrangement B

Below is a molecular structure, C2H7O2, with properties calculated with wB97M-V/def2-TZVPD.

Structure (XYZ):
```
11
C2H7O2 wB97M-V/def2-TZVPD
C -0.3832 -0.2156 0.5535
O 0.8568 -0.0811 0.1305
C -1.1351 -1.0113 -0.4341
H -0.9604 0.5970 0.8085
H -0.2312 -0.9889 1.4559
H -0.9722 -2.0124 -0.3551
H -1.0230 -0.6231 -1.5033
H -2.3053 -0.9668 -0.3127
H 1.4045 1.0039 -0.1494
H 2.7440 2.1873 0.2267
O 2.0050 2.1110 -0.4205
```

The value obtained for the orbital gap is 8.1967 eV. Its LUMO energy is 4.54 eV. Its total charge is -1. As for the HOMO energy: -3.659 eV.



Most favorable first, least favorable last: arrangement A, arrangement B